A 4-piece molecular cluster, C18H35BF3NO17PS3 overall in a non-equilibrium geometry, computed with the ωB97M-V functional and the def2-TZVPD basis.

Values from the calculation:
- Charge: -1
- Multiplicity: 1
- Total energy: -3901.14707 Eh

CARTESIAN COORDINATES (ANGSTROEM)
C  -1.598  0.891  -0.576
C  -0.859  1.815  -1.551
C  -0.972  1.299  -2.988
C  0.613  2.127  -1.151
C  1.348  0.888  -0.673
C  2.893  1.053  -0.435
C  3.058  1.722  0.994
O  3.948  1.239  1.713
O  2.303  2.670  1.257
N  3.484  1.914  -1.502
C  3.970  3.169  -1.140
O  5.303  3.092  -0.455
C  6.029  4.180  -0.575
F  7.061  4.138  0.277
F  6.574  4.322  -1.815
F  5.359  5.321  -0.324
C  4.159  1.276  -2.621
B  3.198  0.671  -3.728
O  3.411  -0.580  -4.261
O  2.128  1.392  -4.221
P  3.527  -0.669  -0.217
C  5.351  -0.739  -0.112
C  2.856  -1.917  -1.412
H  -1.531  1.249  0.449
H  -1.236  -0.131  -0.660
H  -2.651  0.878  -0.884
H  -1.364  2.790  -1.522
H  -0.374  0.401  -3.163
H  -0.655  2.077  -3.686
H  -2.018  1.076  -3.213
H  1.071  2.562  -2.043
H  0.563  2.893  -0.380
H  1.139  0.079  -1.383
H  0.953  0.570  0.291
H  3.273  3.745  -0.537
H  4.152  3.753  -2.051
H  4.924  0.539  -2.348
H  4.712  2.066  -3.153
H  2.582  -0.980  -4.547
H  2.313  2.337  -4.206
H  5.687  -1.187  0.819
H  5.728  0.287  -0.145
H  5.798  -1.275  -0.959
H  2.314  -2.660  -0.827
H  3.665  -2.451  -1.923
H  2.166  -1.538  -2.167
C  -2.160  -1.302  4.629
C  -1.096  -0.239  4.806
O  0.002  -0.704  4.018
S  -0.539  -1.487  2.736
O  -0.574  -0.610  1.623
O  0.103  -2.750  2.678
O  -2.050  -1.686  3.251
H  -1.958  -2.176  5.250
H  -3.164  -0.932  4.835
H  -0.785  -0.122  5.841
H  -1.421  0.727  4.411
C  -7.775  -2.071  6.331
C  -7.537  -1.017  7.393
O  -6.110  -0.965  7.521
S  -5.429  -1.262  6.101
O  -5.106  -0.030  5.479
O  -4.482  -2.296  6.292
O  -6.724  -1.860  5.380
H  -7.677  -3.080  6.736
H  -8.740  -1.966  5.843
H  -7.986  -1.271  8.349
H  -7.891  -0.036  7.070
C  -1.330  -2.907  -5.356
C  -2.736  -3.458  -5.468
O  -3.349  -3.111  -4.225
S  -2.761  -1.707  -3.698
O  -3.654  -0.673  -4.076
O  -2.327  -1.890  -2.367
O  -1.489  -1.661  -4.675
H  -0.693  -3.555  -4.749
H  -0.865  -2.742  -6.324
H  -2.757  -4.536  -5.604
H  -3.292  -2.976  -6.276

Atomic forces in eV per Å
C -0.1951 0.4034 -0.7768
C 0.2977 0.1739 0.0985
C -0.2830 0.2526 0.1612
C -1.0563 -0.0846 -0.1578
C 0.5666 0.0831 0.0181
C -0.9152 0.0881 -0.9311
C 0.7398 -0.1234 0.3419
O 0.2652 -0.2271 -0.0797
O -0.5072 0.4441 -0.2002
N 0.3319 0.0230 0.4673
C -0.2157 0.4485 -1.0209
O -0.2220 0.1139 0.0279
C 0.2268 -0.3999 0.4271
F 0.1405 -0.0174 0.0582
F -0.0515 0.1826 -0.2424
F -0.1080 0.2233 -0.1393
C 0.3282 -0.0214 -0.7456
B -0.2726 0.0814 0.1729
O -0.1658 -0.1846 0.5201
O 0.3699 -0.0601 -0.4817
P -0.9102 -0.6150 2.3288
C 0.3573 0.3629 -1.0471
C 0.5043 -0.1279 -0.6051
H 0.0753 -0.1133 0.0080
H 0.0615 0.0476 0.2304
H -0.0245 -0.0658 0.1729
H -0.0970 -0.0750 -0.0851
H 0.0333 0.0558 0.0378
H 0.1430 -0.1512 -0.0578
H 0.0598 -0.0544 -0.0439
H 0.2531 -0.0020 0.1349
H 0.3923 -0.1018 0.1359
H 0.0907 0.0096 -0.0096
H -0.1463 -0.0352 -0.1418
H 0.2059 -0.4247 0.5157
H 0.0984 -0.0996 0.0252
H -0.0684 0.0569 0.2367
H 0.0780 -0.0205 0.0989
H 0.1315 0.1566 -0.3821
H -0.3480 -0.0532 0.5046
H -0.2151 -0.0122 0.0528
H -0.0029 -0.0337 0.1259
H -0.0147 -0.0515 0.0478
H -0.0292 0.1301 0.0654
H -0.0269 0.1456 -0.1212
H 0.0968 0.0798 -0.0037
C 0.0666 -0.0940 0.1922
C -0.2280 0.3462 -0.1478
O -0.0055 -0.3239 0.1244
S 0.0024 0.2039 0.0756
O 0.0333 -0.4267 0.2284
O 0.0451 -0.0124 -0.0676
O 0.0455 0.2103 0.0162
H -0.0113 0.0045 0.0292
H 0.3728 -0.0418 -0.3657
H 0.1931 -0.0837 -0.0506
H -0.0326 -0.0115 0.0281
C -0.0435 -0.3019 0.2349
C -0.1974 0.3157 -0.1703
O -0.0430 -0.2480 -0.0327
S -0.7266 -0.1125 0.3775
O 0.1916 -0.0715 -0.1105
O 0.2123 0.0671 0.0063
O -0.0251 0.2749 0.0170
H -0.0107 0.0155 0.0211
H 0.0993 0.0642 -0.1783
H 0.2002 -0.0409 0.0823
H -0.0366 -0.0238 -0.0066
C 0.1881 -0.3110 0.1521
C -0.1257 0.1833 -0.3020
O 0.2214 -0.0803 0.0913
S 0.1392 -0.2307 -0.1954
O -0.0152 0.0654 0.0659
O -0.1704 0.0309 0.1125
O -0.2574 0.0822 -0.1484
H -0.0186 -0.0218 -0.0171
H -0.0112 0.2023 0.0314
H -0.0686 -0.0226 0.1942
H 0.0440 -0.0145 -0.0299

Atomic partial charges in e from the Löwdin method, atoms 1 to 4:
1 C -0.09
2 C -0.40
3 C -0.09
4 C -0.16